1.
The following is a DFT calculation (ωB97M-V with the def2-TZVPD basis set) of a cluster of 5 separate species, C33H58BClN7O4 in total at a distorted geometry.

Each line ends with the Mulliken charge.
Positions of all 104 atoms, in Å:
C  -3.510  0.510  2.967  -1.203
C  -3.484  1.827  2.093  0.277
Cl  -4.768  1.724  0.798  -0.206
C  -2.050  1.921  1.406  -0.639
C  -2.117  2.419  -0.079  0.549
C  -2.057  3.875  -0.271  -1.332
C  -2.075  4.423  -1.645  1.085
C  -1.995  5.961  -1.781  0.027
O  -1.741  6.580  -0.776  -0.564
O  -2.237  6.666  -2.947  -0.278
C  -1.071  7.509  -3.247  -0.493
B  0.301  6.645  -3.378  0.680
O  0.545  6.023  -4.627  -0.594
O  1.235  6.489  -2.342  -0.520
C  -2.149  3.450  -2.744  1.188
C  -2.131  3.895  -4.232  -0.973
C  -3.558  3.724  -4.954  -0.824
C  -4.783  3.982  -3.999  -0.640
C  -5.370  2.698  -3.299  -0.063
N  -5.395  1.495  -4.179  -0.534
C  -2.234  2.036  -2.436  -1.290
N  -2.219  1.544  -1.145  1.329
C  -2.272  0.075  -0.983  -0.516
C  -1.148  -0.708  -1.778  -0.566
C  0.229  -0.742  -1.003  -0.543
N  0.391  0.507  -0.223  -0.341
H  -3.283  -0.408  2.359  0.251
H  -2.749  0.536  3.790  0.318
H  -4.540  0.442  3.405  0.378
H  -3.653  2.749  2.703  0.467
H  -1.442  2.703  1.947  0.692
H  -1.452  0.976  1.468  -0.554
H  -1.998  4.603  0.565  0.597
H  -1.271  8.078  -4.199  0.259
H  -0.893  8.288  -2.460  0.320
H  0.975  5.161  -4.477  0.249
H  1.736  5.670  -2.520  0.257
H  -1.452  3.164  -4.770  0.407
H  -1.685  4.902  -4.412  0.059
H  -3.559  2.698  -5.419  0.348
H  -3.600  4.440  -5.823  0.451
H  -5.611  4.405  -4.641  0.453
H  -4.587  4.768  -3.215  0.155
H  -6.448  2.921  -3.040  0.491
H  -4.881  2.473  -2.303  -0.123
H  -6.127  0.856  -3.843  0.307
H  -4.527  0.980  -3.957  0.206
H  -2.318  1.310  -3.286  0.231
H  -3.252  -0.265  -1.425  0.463
H  -2.268  -0.271  0.079  -0.062
H  -1.525  -1.766  -1.889  0.369
H  -0.980  -0.321  -2.816  0.283
H  1.088  -0.776  -1.735  0.334
H  0.205  -1.653  -0.343  0.237
H  0.442  1.329  -0.826  0.156
H  1.195  0.473  0.399  0.183
C  3.627  -0.982  3.174  -1.423
C  2.796  -2.114  3.769  0.462
C  1.700  -2.609  2.825  -0.809
C  0.757  -1.502  2.508  0.378
N  0.030  -0.644  2.264  -0.453
H  3.017  -0.097  2.973  0.469
H  4.413  -0.683  3.871  0.290
H  4.101  -1.293  2.239  0.313
H  2.349  -1.771  4.706  0.333
H  3.456  -2.951  4.014  -0.347
H  1.145  -3.425  3.291  0.417
H  2.135  -2.982  1.894  0.314
C  5.874  -5.076  6.603  -0.989
C  5.030  -6.205  7.183  -0.648
C  3.933  -6.682  6.227  -0.398
C  3.002  -5.565  5.916  0.272
N  2.283  -4.702  5.676  -0.453
H  5.273  -4.185  6.405  0.284
H  6.658  -4.789  7.306  0.344
H  6.350  -5.383  5.668  0.299
H  4.581  -5.866  8.121  0.317
H  5.681  -7.048  7.425  0.339
H  3.367  -7.497  6.682  0.324
H  4.368  -7.051  5.296  0.276
C  -5.758  -2.644  -6.297  -1.051
C  -4.343  -3.214  -6.330  -0.480
C  -3.641  -3.144  -4.970  -0.542
C  -3.529  -1.730  -4.528  0.080
N  -3.446  -0.636  -4.186  -0.312
H  -5.759  -1.582  -6.042  0.293
H  -6.228  -2.742  -7.277  0.329
H  -6.377  -3.174  -5.569  0.298
H  -3.758  -2.670  -7.076  0.308
H  -4.386  -4.256  -6.653  0.317
H  -2.640  -3.573  -5.040  0.325
H  -4.200  -3.707  -4.219  0.295
C  8.204  -2.343  5.270  -0.780
C  8.473  -2.400  3.770  -0.517
C  7.240  -2.054  2.930  -0.405
C  6.144  -3.019  3.209  0.319
N  5.297  -3.767  3.425  -0.531
H  7.450  -3.074  5.571  0.012
H  9.114  -2.568  5.828  0.367
H  7.859  -1.350  5.569  0.303
H  8.827  -3.401  3.511  0.312
H  9.277  -1.702  3.526  0.324
H  7.486  -2.095  1.867  0.364
H  6.892  -1.044  3.159  0.265

Highest occupied orbital energy ... -11.27 eV
LUMO ... -3.7 eV
Charge ... +1
Frontier orbital gap ... 7.53 eV

***

2.
The following is a DFT calculation (ωB97M-V with the def2-TZVPD basis set) of a structure of composition C29H28CdN8OS.

Each line ends with the natural charge from an NBO analysis.
Positions of all 68 atoms, in Å:
Cd  0.214  -0.351  0.015  1.584
C  1.043  3.405  4.236  -0.245
C  -0.079  2.631  4.505  -0.218
C  -0.215  1.366  3.945  -0.197
C  0.771  0.847  3.109  0.134
C  1.895  1.634  2.838  -0.254
C  2.030  2.897  3.398  -0.193
N  0.555  -0.402  2.485  -0.663
C  1.419  -1.387  2.636  0.237
C  2.519  -1.380  3.575  -0.287
C  3.322  -2.464  3.716  -0.154
C  3.145  -3.662  2.948  -0.287
C  2.128  -3.727  2.054  -0.176
C  1.263  -2.615  1.869  0.033
N  0.285  -2.570  0.949  -0.242
N  -0.054  -3.595  0.290  -0.315
C  -1.069  -3.271  -0.639  0.342
C  -1.827  -4.333  -1.138  -0.252
C  -2.843  -4.078  -2.031  -0.160
C  -3.078  -2.766  -2.437  -0.282
C  -2.269  -1.780  -1.917  0.057
N  -1.291  -2.010  -1.034  -0.555
H  1.143  4.395  4.665  0.208
H  -0.856  3.014  5.156  0.206
H  -1.090  0.759  4.152  0.202
H  2.649  1.249  2.159  0.223
H  2.903  3.496  3.163  0.209
H  2.676  -0.497  4.180  0.225
H  4.130  -2.426  4.440  0.207
H  3.821  -4.496  3.082  0.209
H  1.959  -4.607  1.447  0.225
H  -1.598  -5.331  -0.790  0.232
H  -3.449  -4.889  -2.416  0.217
H  -3.852  -2.521  -3.153  0.218
H  -2.378  -0.751  -2.239  0.198
C  1.533  3.997  -2.561  -0.401
N  0.210  3.413  -2.438  -0.377
C  -0.684  3.226  -3.480  -0.044
C  -1.744  2.581  -2.996  -0.077
N  -1.498  2.357  -1.634  -0.410
C  -0.263  2.884  -1.274  0.265
S  0.488  2.966  0.213  -0.218
C  -2.378  1.622  -0.813  0.404
C  -3.752  1.666  -1.049  -0.277
C  -4.579  0.932  -0.223  -0.141
C  -4.036  0.201  0.824  -0.258
C  -2.667  0.233  0.986  0.064
N  -1.850  0.918  0.171  -0.513
H  1.583  4.534  -3.505  0.204
H  2.294  3.219  -2.534  0.218
H  1.708  4.677  -1.733  0.238
H  -0.478  3.563  -4.481  0.226
H  -2.619  2.219  -3.501  0.230
H  -4.163  2.286  -1.833  0.228
H  -5.650  0.947  -0.387  0.223
H  -4.655  -0.377  1.496  0.231
H  -2.176  -0.314  1.785  0.231
N  1.535  -0.703  -4.393  -0.822
C  1.241  -0.523  -3.077  0.699
O  0.198  0.031  -2.750  -0.681
C  2.270  -1.052  -2.089  -0.527
C  2.251  -0.316  -0.753  -1.021
H  0.836  -0.486  -5.081  0.397
H  2.350  -1.220  -4.670  0.395
H  3.252  -1.045  -2.580  0.190
H  2.015  -2.110  -1.943  0.228
H  2.601  0.709  -0.874  0.201
H  2.906  -0.820  -0.041  0.209

Highest occupied orbital energy (spin up / spin down) ... -6.41 / -6.41 eV
LUMO (spin up / spin down) ... -0.2 / -0.2 eV
Energy relative to the best compared isomer or geometry (same formula, charge and spin) ... 0.994 eV
Frontier orbital gap (spin up / spin down) ... 6.22 / 6.22 eV